A structure of composition C33H28F5N2O2PSTi. Source: the Open Molecules 2025 dataset; level of theory: ωB97M-V/def2-TZVPD.

Summary:
Frontier orbital gap (spin up / spin down), eV: 5.84 / 7.81
Largest force on an atom, eV Å⁻¹: 0.89
Multiplicity: 3
Energy relative to the best compared isomer or geometry (same formula, charge and spin), kcal per mole: 0.0
Lowest unoccupied orbital energy (spin up / spin down), eV: 0.08 / 0.07
E, Eh: -3622.64269

Structure (XYZ):
```
73
Properties=species:S:1:pos:R:3:lowdin_spin:R:1
Ti 0.934 0.296 0.569 1.73
C -1.453 -4.752 -3.896 0.00
C -0.784 -4.783 -2.678 0.00
C -0.439 -3.599 -2.049 0.00
C -0.740 -2.367 -2.633 0.00
C -1.411 -2.345 -3.852 0.00
C -1.767 -3.533 -4.478 0.00
P -0.175 -0.875 -1.739 0.02
C -1.029 0.477 -2.625 0.00
C -0.406 1.318 -3.541 0.00
C -1.117 2.351 -4.138 0.00
C -2.454 2.551 -3.828 0.00
C -3.085 1.716 -2.915 0.00
C -2.372 0.690 -2.314 0.00
C 1.573 -0.694 -2.208 0.01
C 2.179 -1.177 -3.362 0.00
C 3.534 -0.939 -3.559 0.01
C 4.249 -0.217 -2.610 0.00
C 3.619 0.253 -1.460 0.01
C 2.262 0.016 -1.204 0.01
H -1.730 -5.675 -4.388 0.00
H -0.540 -5.733 -2.218 0.00
H 0.078 -3.619 -1.095 0.00
H -1.657 -1.397 -4.314 0.00
H -2.289 -3.505 -5.426 0.00
H 0.641 1.173 -3.777 0.00
H -0.624 3.005 -4.846 0.00
H -3.003 3.361 -4.292 0.00
H -4.126 1.873 -2.661 0.00
H -2.862 0.048 -1.589 0.00
H 1.611 -1.735 -4.099 0.00
H 4.029 -1.311 -4.447 0.00
H 5.305 -0.027 -2.768 0.00
H 4.217 0.817 -0.747 0.00
N 3.708 0.170 2.298 0.01
C 3.312 1.492 2.282 0.03
C 4.026 2.473 2.976 0.00
C 3.574 3.773 2.946 0.03
C 2.426 4.082 2.220 0.00
C 1.774 3.059 1.572 0.03
N 2.190 1.778 1.611 0.02
H 4.665 0.011 2.566 0.00
H 3.428 -0.376 1.491 0.00
H 4.925 2.209 3.518 0.00
H 4.117 4.544 3.477 0.00
H 2.052 5.094 2.164 0.00
H 0.864 3.229 1.009 0.00
O 1.093 -1.542 1.636 0.03
S 1.233 -1.832 3.128 0.01
C -0.271 -2.711 3.610 0.00
C -0.627 -2.145 4.976 0.00
C -0.529 -0.624 4.831 0.00
C 0.755 -0.327 4.052 0.01
H -0.068 -3.780 3.598 0.00
H -1.012 -2.462 2.850 0.00
H 0.078 -2.502 5.731 0.00
H -1.623 -2.463 5.283 0.00
H -0.521 -0.124 5.799 0.00
H -1.391 -0.258 4.276 0.00
H 1.599 -0.076 4.693 0.00
H 0.648 0.458 3.299 0.01
F -6.082 1.328 1.570 0.00
C -4.762 1.373 1.339 0.00
C -3.977 0.249 1.498 0.00
F -4.527 -0.909 1.890 0.00
C -2.617 0.317 1.261 0.00
F -1.880 -0.807 1.433 0.01
C -1.960 1.489 0.867 0.00
O -0.684 1.551 0.644 0.02
C -2.795 2.611 0.720 0.00
F -2.252 3.776 0.341 0.00
C -4.156 2.556 0.945 0.00
F -4.903 3.654 0.788 0.00
```